{
  "formula": "C30H55N8O4PSV",
  "method": "wB97M-V/def2-TZVPD",
  "species": ["V", "S", "P", "O", "O", "O", "O", "N", "N", "N", "N", "N", "N", "N", "N", "C", "C", "C", "C", "C", "C", "C", "C", "C", "C", "C", "C", "C", "C", "C", "C", "C", "C", "C", "C", "C", "C", "C", "C", "C", "C", "C", "C", "C", "C", "H", "H", "H", "H", "H", "H", "H", "H", "H", "H", "H", "H", "H", "H", "H", "H", "H", "H", "H", "H", "H", "H", "H", "H", "H", "H", "H", "H", "H", "H", "H", "H", "H", "H", "H", "H", "H", "H", "H", "H", "H", "H", "H", "H", "H", "H", "H", "H", "H", "H", "H", "H", "H", "H", "H"],
  "xyz": [[0.626, -0.068, 1.925], [2.966, -0.750, 2.182], [0.717, 0.505, -1.318], [0.726, 1.676, 2.745], [2.851, 2.054, 2.199], [-5.854, -1.096, -2.354], [-3.710, -2.233, -0.190], [0.738, -0.713, 4.136], [-0.496, -0.314, -2.038], [-5.604, -0.986, -0.064], [0.672, 0.221, 0.292], [0.535, 2.107, -1.494], [-1.515, 0.179, 2.159], [2.147, 0.003, -1.895], [0.292, -2.228, 1.871], [-3.671, -0.432, 1.319], [1.478, -2.919, 1.307], [-0.381, 2.867, -0.618], [-4.341, -1.306, 0.289], [3.259, -1.777, -3.164], [-0.557, -1.787, -1.925], [-1.160, -2.395, -3.184], [-3.483, 1.045, 3.187], [-1.096, 3.959, -1.403], [-2.584, -1.877, -3.422], [1.782, 2.459, 2.623], [1.568, 3.880, 3.067], [1.968, -0.172, 4.753], [-0.103, 4.941, -2.052], [0.589, -2.172, 4.321], [3.383, 0.380, -1.188], [-2.710, -0.387, -3.057], [1.132, 2.839, -2.629], [-2.290, -0.465, 1.291], [4.322, -0.814, -1.105], [4.578, -1.417, -2.483], [-6.266, -1.684, -1.137], [-2.107, 0.945, 3.089], [-4.284, 0.339, 2.294], [2.785, -2.562, 1.993], [-0.207, -2.749, 3.165], [3.227, -0.575, 3.979], [1.276, 4.302, -2.244], [-1.354, 0.298, -3.072], [2.347, -0.562, -3.235], [3.653, -1.518, 4.319], [-1.446, 1.361, -2.853], [-3.384, 0.126, -3.741], [3.431, -2.152, -4.174], [1.871, 0.910, 4.756], [5.118, -0.693, -3.101], [1.256, 3.898, 4.112], [-1.724, 3.496, -2.168], [2.485, 4.447, 2.946], [-5.362, 0.388, 2.384], [1.534, -2.616, 0.261], [1.337, -4.004, 1.336], [2.808, 0.203, -3.873], [-0.492, 5.252, -3.022], [-2.845, -2.033, -4.468], [0.767, 4.337, 2.485], [-1.773, 4.483, -0.728], [5.255, -0.495, -0.638], [-7.343, -1.589, -0.992], [-0.008, 5.846, -1.452], [-6.416, -1.419, -3.068], [-1.447, 1.501, 3.742], [-0.186, -3.842, 3.185], [0.098, -2.411, 5.267], [-1.251, -2.439, 3.247], [-1.806, -1.031, 0.509], [-0.450, -2.377, 1.192], [3.131, 0.753, -0.193], [2.902, -3.041, 2.962], [1.378, -0.809, -3.667], [3.876, -1.577, -0.455], [-1.102, 2.177, -0.175], [0.451, -2.175, -1.759], [-1.161, -3.480, -3.079], [-5.974, -2.733, -1.080], [3.876, 1.196, -1.731], [2.102, 2.397, -2.856], [-1.188, -2.078, -1.076], [5.216, -2.296, -2.399], [-3.290, -2.450, -2.822], [0.191, 3.308, 0.204], [1.581, -2.612, 4.368], [-5.977, -0.089, 0.203], [-0.890, 0.206, -4.061], [3.609, -2.907, 1.368], [1.866, 4.360, -1.325], [-0.047, -0.245, 4.580], [-3.140, -0.281, -2.058], [2.064, -0.503, 5.791], [2.760, -2.574, -2.601], [1.838, 4.830, -3.013], [-3.919, 1.665, 3.957], [0.505, 2.745, -3.524], [3.991, 0.190, 4.100], [-0.520, -2.168, -4.040]],
  "lowdin_charge": [0.747, 1.007, 0.657, -0.210, 0.010, -0.026, 0.073, -0.125, -0.182, 0.110, -0.182, -0.190, 0.000, -0.196, -0.131, -0.077, -0.219, -0.185, -0.434, -0.170, -0.191, -0.161, 0.000, -0.164, -0.168, -0.650, 0.026, -0.209, -0.173, -0.153, -0.185, -0.161, -0.172, -0.071, -0.180, -0.181, -0.223, -0.084, 0.035, -0.366, -0.142, -0.345, -0.168, -0.173, -0.176, 0.088, 0.096, 0.121, 0.123, 0.113, 0.124, 0.093, 0.104, 0.094, 0.131, 0.100, 0.139, 0.131, 0.115, 0.118, 0.084, 0.117, 0.127, 0.136, 0.114, 0.105, 0.117, 0.139, 0.142, 0.125, 0.085, 0.100, 0.073, 0.078, 0.100, 0.080, 0.105, 0.094, 0.124, 0.133, 0.132, 0.104, 0.092, 0.118, 0.097, 0.112, 0.105, 0.146, 0.127, 0.087, 0.120, 0.121, 0.095, 0.138, 0.110, 0.123, 0.125, 0.125, 0.096, 0.111],
  "charge": 2,
  "de_lowest_kj_mol": 0.0,
  "energy_ha": -3598.44057,
  "homo_lumo_gap_ev": [8.44, 8.67],
  "spin_multiplicity": 2
}

***

{
  "formula": "C30H56AsBMoN6P2S4",
  "method": "wB97M-V/def2-TZVPD",
  "species": ["Mo", "As", "S", "S", "S", "S", "P", "P", "N", "N", "N", "N", "N", "N", "C", "C", "C", "C", "C", "C", "C", "C", "C", "C", "C", "C", "C", "C", "C", "C", "C", "C", "C", "C", "C", "C", "C", "C", "C", "C", "C", "C", "C", "C", "B", "H", "H", "H", "H", "H", "H", "H", "H", "H", "H", "H", "H", "H", "H", "H", "H", "H", "H", "H", "H", "H", "H", "H", "H", "H", "H", "H", "H", "H", "H", "H", "H", "H", "H", "H", "H", "H", "H", "H", "H", "H", "H", "H", "H", "H", "H", "H", "H", "H", "H", "H", "H", "H", "H", "H", "H"],
  "xyz": [[0.359, -0.762, -0.256], [3.770, 1.951, -0.005], [2.731, -0.376, -0.805], [3.493, 3.424, -1.474], [2.508, -1.596, 0.718], [5.803, 1.424, 0.032], [-0.225, -2.300, 1.527], [0.480, -2.837, -1.468], [0.187, 1.033, -1.433], [-1.807, -0.267, -0.395], [1.127, 1.081, 2.049], [-0.033, 1.787, 1.985], [-0.233, 1.967, -0.542], [-1.862, 0.441, 0.751], [-3.109, 0.364, 1.266], [-0.133, -4.229, -0.401], [0.491, 3.046, -2.321], [0.927, 2.354, 3.875], [-0.327, 4.468, -0.351], [3.090, 1.086, 3.762], [3.916, 2.378, 3.653], [-0.162, 2.583, 3.074], [3.856, -0.039, 3.083], [0.285, -4.012, 1.043], [1.080, 1.099, -3.855], [-3.495, -1.250, -2.006], [-3.543, -2.781, -1.968], [0.489, -2.147, 3.205], [0.625, 1.670, -2.528], [-0.255, -3.373, -3.072], [2.167, -3.477, -1.812], [2.944, 0.720, 5.247], [1.725, 1.416, 3.198], [2.171, 1.998, -4.456], [-2.541, -0.722, -3.080], [-3.889, -0.359, 0.384], [-3.046, -0.699, -0.677], [-1.238, 3.572, 3.354], [-4.901, -0.729, -2.337], [-0.121, 1.112, -4.814], [-0.040, 3.196, -1.058], [-3.515, 0.955, 2.565], [-1.972, -2.628, 1.994], [1.646, -0.317, -3.782], [-0.987, 1.759, 0.802], [-1.234, -2.952, -3.249], [3.911, 0.416, 5.638], [4.001, 2.674, 2.606], [-2.675, 0.355, -3.178], [1.767, 2.951, -4.785], [2.599, 1.560, 5.843], [0.237, 1.025, -5.837], [-1.774, 2.642, 0.920], [0.783, 3.840, -2.977], [4.863, -0.092, 3.490], [2.245, -0.105, 5.373], [1.575, -2.203, 3.157], [-3.736, -3.181, -2.961], [-2.023, -3.552, 2.575], [-4.942, 0.355, -2.256], [-0.172, -4.753, 1.709], [3.374, -1.000, 3.241], [-2.178, 3.092, 3.614], [2.083, -4.422, -2.349], [-3.772, 2.006, 2.435], [1.016, -0.959, -3.167], [0.411, -3.076, -3.878], [2.649, -0.294, -3.360], [0.219, -1.163, 3.594], [-1.414, 4.229, 2.507], [-2.596, -3.169, -1.608], [0.122, 4.470, 0.640], [-2.710, 0.883, 3.291], [-5.158, -1.003, -3.358], [-4.927, -0.604, 0.493], [0.105, -2.932, 3.859], [-1.224, -4.247, -0.468], [0.093, 5.290, -0.922], [-4.392, 0.431, 2.941], [1.373, -4.080, 1.136], [-2.597, -2.713, 1.106], [4.918, 2.228, 4.046], [3.444, 3.191, 4.200], [0.252, -5.174, -0.795], [-4.337, -3.118, -1.304], [-1.400, 4.624, -0.244], [-0.332, -4.461, -3.054], [1.105, 2.823, 4.821], [2.613, 1.510, -5.322], [2.715, -3.630, -0.884], [-1.513, -0.911, -2.783], [1.710, -0.731, -4.787], [-2.337, -1.799, 2.598], [-2.746, -1.184, -4.045], [2.717, -2.750, -2.409], [-5.653, -1.153, -1.679], [-0.677, 2.042, -4.724], [-0.789, 0.282, -4.615], [2.955, 2.190, -3.729], [3.940, 0.138, 2.017], [-0.924, 4.178, 4.201]],
  "lowdin_charge": [0.733, 0.085, 0.089, 0.022, 0.177, -0.089, 0.706, 0.728, -0.079, -0.045, 0.112, 0.007, 0.035, -0.002, -0.290, -0.401, -0.050, 0.006, -0.012, -0.538, -0.047, -0.275, -0.113, -0.412, -0.520, -0.527, -0.035, -0.257, -0.254, -0.234, -0.293, -0.047, -0.255, -0.064, -0.066, 0.028, -0.229, -0.020, -0.045, -0.031, -0.283, -0.010, -0.226, -0.101, -0.523, -0.001, 0.086, 0.023, 0.097, 0.082, 0.072, 0.086, 0.122, 0.108, 0.092, 0.081, 0.001, 0.092, 0.053, 0.093, 0.088, 0.034, 0.058, 0.051, 0.086, 0.002, 0.045, 0.040, 0.040, 0.069, 0.041, 0.082, 0.082, 0.090, 0.119, 0.053, 0.062, 0.087, 0.089, 0.057, 0.029, 0.090, 0.080, 0.089, 0.090, 0.085, 0.055, 0.109, 0.089, -0.001, 0.036, 0.094, 0.039, 0.096, 0.025, 0.078, 0.089, 0.052, 0.017, -0.045, 0.085],
  "charge": 0,
  "energy_ha": -6109.68537,
  "homo_lumo_gap_ev": [7.10, 5.33],
  "spin_multiplicity": 3
}